C10H13BrS | wB97M-V/def2-TZVPD

Element x y z (Å)
C (0.356, 0.870, -1.039)
C (0.728, 0.631, -2.296)
C (-0.166, -0.154, -0.069)
C (-0.409, -1.407, -0.251)
C (0.335, -0.607, -3.100)
C (1.183, -1.797, -2.497)
C (0.884, 0.825, 1.946)
C (-0.894, -0.959, 2.159)
C (-1.506, 1.232, 1.326)
C (-0.434, 0.235, 1.343)
S (0.287, -2.554, -1.267)
Br (3.055, -1.910, -2.618)
H (0.726, 1.841, -0.590)
H (1.174, 1.472, -2.882)
H (-0.753, -0.822, -3.016)
H (0.515, -0.523, -4.197)
H (1.027, 1.772, 1.468)
H (0.622, 0.850, 3.032)
H (1.739, 0.125, 1.610)
H (0.038, -1.344, 2.603)
H (-1.475, -1.562, 1.415)
H (-1.542, -0.549, 2.981)
H (-1.701, 1.690, 2.321)
H (-2.414, 0.714, 1.112)
H (-1.376, 1.932, 0.506)

**Energy relative to the best compared isomer or geometry (same formula, charge and spin)**: 333.7 kJ/mol
**HOMO (spin up / spin down)**: -0.28847 / -0.30458 Ha
**Spin multiplicity**: 1